{
  "formula": "C29H32FN4Pd",
  "method": "ωB97M-V/def2-TZVPD",
  "de_lowest_kcal_mol": 13.3,
  "gap_ev": [3.315, 3.314],
  "homo_ev": [-1.1522, -1.1515],
  "fmax_ev_per_a": 1.31,
  "charge": -1,
  "species": ["Pd", "N", "C", "C", "C", "C", "C", "N", "C", "C", "C", "C", "C", "N", "H", "H", "H", "H", "H", "H", "H", "H", "H", "C", "C", "C", "C", "C", "C", "C", "C", "C", "C", "C", "C", "N", "C", "C", "C", "C", "C", "C", "F", "H", "H", "H", "H", "H", "H", "H", "H", "H", "H", "H", "H", "H", "H", "H", "H", "H", "H", "H", "H", "H", "C", "H", "H"],
  "coordinates": [[0.559, 0.642, 0.986], [0.672, 1.346, 4.246], [1.919, 1.315, 3.612], [3.050, 1.206, 4.409], [4.310, 1.316, 3.848], [4.379, 1.584, 2.486], [3.213, 1.671, 1.764], [1.981, 1.494, 2.280], [-0.504, 0.693, 3.920], [-1.604, 0.831, 4.771], [-2.769, 0.152, 4.478], [-2.788, -0.682, 3.365], [-1.651, -0.769, 2.595], [-0.528, -0.081, 2.837], [0.693, 1.720, 5.177], [2.931, 1.030, 5.471], [5.201, 1.194, 4.448], [5.333, 1.730, 1.999], [3.231, 1.913, 0.712], [-1.537, 1.477, 5.639], [-3.639, 0.260, 5.112], [-3.672, -1.241, 3.095], [-1.614, -1.423, 1.732], [0.030, -3.423, -0.544], [1.390, -2.772, -0.848], [2.156, -2.543, 0.461], [1.255, -1.602, -1.828], [1.759, -1.847, -3.081], [1.592, -1.005, -4.189], [0.804, 0.140, -4.031], [0.265, 0.512, -2.831], [-0.539, 1.807, -2.743], [0.275, 3.045, -3.160], [-1.815, 1.779, -3.600], [0.606, -0.231, -1.538], [-0.463, -0.223, -0.519], [-1.776, -0.348, -0.794], [-2.282, -1.231, -1.780], [-3.642, -1.430, -1.944], [-4.577, -0.755, -1.173], [-4.128, 0.167, -0.230], [-2.780, 0.356, -0.069], [-2.374, 1.318, 0.807], [0.156, -4.344, 0.041], [-0.483, -3.673, -1.474], [-0.598, -2.734, 0.017], [1.977, -3.518, -1.396], [1.674, -1.794, 1.081], [3.178, -2.216, 0.254], [2.203, -3.479, 1.032], [2.290, -2.785, -3.243], [2.013, -1.268, -5.153], [0.599, 0.749, -4.910], [-0.828, 1.961, -1.700], [0.586, 2.979, -4.204], [1.171, 3.150, -2.547], [-0.329, 3.952, -3.037], [-1.556, 1.749, -4.662], [-2.418, 2.676, -3.418], [-2.421, 0.908, -3.369], [-1.568, -1.769, -2.390], [-3.983, -2.135, -2.695], [-5.636, -0.941, -1.300], [-4.827, 0.750, 0.357], [1.603, 0.716, -0.745], [1.671, 1.697, -1.217], [2.602, 0.273, -0.667]]
}

---

{
  "formula": "CHIOS",
  "method": "ωB97M-V/def2-TZVPD",
  "de_lowest_kcal_mol": 11.9,
  "gap_ev": 8.481,
  "homo_ev": -9.5974,
  "smiles": "O=CSI",
  "fmax_ev_per_a": 2.97,
  "species": ["O", "C", "S", "I", "H"],
  "coordinates": [[-0.223, 1.848, -0.384], [-0.197, 0.698, -0.058], [0.548, -0.565, -1.017], [0.552, -2.413, 0.478], [-0.679, 0.432, 0.981]]
}

---

{
  "formula": "C17H41FInN2O4S",
  "method": "ωB97M-V/def2-TZVPD",
  "gap_ev": 7.808,
  "homo_ev": -5.2417,
  "fmax_ev_per_a": 3.46,
  "charge": -1,
  "species": ["O", "C", "F", "C", "In", "C", "C", "C", "S", "O", "O", "O", "H", "H", "H", "H", "H", "H", "H", "H", "H", "H", "H", "C", "C", "N", "C", "C", "C", "C", "H", "H", "H", "H", "H", "H", "H", "H", "H", "H", "H", "H", "H", "H", "H", "C", "C", "N", "C", "C", "C", "C", "H", "H", "H", "H", "H", "H", "H", "H", "H", "H", "H", "H", "H", "H", "H"],
  "coordinates": [[2.257, 3.030, -2.395], [2.122, 2.155, -1.642], [3.257, 1.456, -1.278], [0.804, 1.807, -1.049], [-0.218, 0.009, -1.953], [1.010, -1.866, -1.625], [2.147, -2.075, -2.683], [1.480, -2.498, -4.037], [2.208, -1.766, -5.524], [1.136, -1.260, -6.325], [2.882, -2.802, -6.269], [3.178, -0.537, -5.162], [0.975, 1.558, 0.019], [0.171, 2.704, -1.044], [-0.740, 0.210, -3.641], [-1.727, -0.242, -0.988], [1.474, -1.742, -0.629], [0.335, -2.744, -1.630], [2.684, -1.119, -2.782], [2.802, -2.873, -2.283], [1.533, -3.591, -4.117], [0.416, -2.224, -3.963], [3.818, -0.788, -4.471], [-3.246, 5.210, -0.843], [-2.975, 5.840, 0.516], [-1.689, 5.478, 1.090], [-1.565, 5.849, 2.488], [-1.585, 7.340, 2.843], [-0.517, 5.743, 0.265], [-0.285, 7.190, -0.190], [-3.154, 4.124, -0.800], [-4.263, 5.447, -1.163], [-2.568, 5.587, -1.610], [-3.764, 5.497, 1.193], [-3.093, 6.931, 0.430], [-0.651, 5.405, 2.893], [-2.379, 5.362, 3.037], [-0.647, 7.830, 2.582], [-1.718, 7.461, 3.921], [-2.402, 7.872, 2.352], [-0.576, 5.117, -0.629], [0.378, 5.390, 0.782], [-1.199, 7.669, -0.544], [0.429, 7.200, -1.017], [0.143, 7.801, 0.604], [1.990, -5.019, 0.551], [1.059, -4.628, 1.688], [-0.275, -5.191, 1.567], [-1.233, -4.597, 2.485], [-1.012, -4.802, 3.988], [-0.346, -6.635, 1.432], [0.276, -7.489, 2.544], [1.558, -4.757, -0.417], [2.937, -4.485, 0.649], [2.218, -6.088, 0.554], [0.976, -3.537, 1.678], [1.534, -4.894, 2.645], [-2.237, -4.948, 2.226], [-1.257, -3.520, 2.292], [-1.271, -5.814, 4.300], [-1.656, -4.122, 4.550], [0.017, -4.599, 4.287], [0.133, -6.912, 0.488], [-1.391, -6.930, 1.302], [1.254, -7.120, 2.856], [0.416, -8.512, 2.184], [-0.369, -7.547, 3.420]]
}

---

{
  "formula": "C3H25N2O9",
  "method": "ωB97M-V/def2-TZVPD",
  "de_lowest_kcal_mol": 18.6,
  "gap_ev": 10.473,
  "homo_ev": -13.4273,
  "fmax_ev_per_a": 2.08,
  "charge": 1,
  "species": ["N", "C", "C", "C", "N", "O", "H", "H", "H", "H", "H", "H", "H", "H", "H", "H", "H", "O", "H", "H", "O", "H", "H", "O", "H", "H", "O", "H", "H", "O", "H", "H", "O", "H", "H", "O", "H", "H", "O"],
  "coordinates": [[0.510, 0.330, -1.301], [0.875, 1.696, -0.758], [0.250, 2.737, -1.707], [0.284, 1.929, 0.634], [0.704, 3.051, 1.278], [-0.426, 1.104, 1.168], [-0.333, -0.141, -0.765], [1.364, -0.234, -1.232], [0.244, 0.453, -2.276], [1.956, 1.724, -0.640], [-0.800, 2.535, -1.888], [0.873, 2.813, -2.597], [0.432, 3.724, -1.284], [0.343, 3.068, 2.226], [0.765, 3.985, 0.927], [-2.070, -1.035, -0.062], [-0.865, -1.287, 0.869], [-1.126, -1.276, -0.077], [-1.232, -2.162, 3.199], [0.016, -1.494, 2.692], [-0.942, -1.389, 2.700], [-1.911, -0.907, -2.001], [-2.013, -2.002, -3.035], [-2.007, -1.043, -2.949], [-2.947, 1.435, -0.154], [-3.752, 0.584, 0.736], [-3.330, 0.545, -0.140], [2.315, -3.249, 0.653], [2.596, -3.273, -0.900], [2.018, -3.584, -0.202], [3.837, -0.157, -2.066], [3.054, -1.175, -2.986], [3.163, -0.840, -2.092], [-3.702, -1.071, 2.362], [-2.511, -0.106, 2.407], [-3.402, -0.243, 2.748], [2.690, -0.921, 2.090], [2.671, -2.319, 2.600], [2.407, -1.805, 1.823]]
}

---

{
  "formula": "C26H24CeF6I2N7O7S3",
  "method": "ωB97M-V/def2-TZVPD",
  "de_lowest_kcal_mol": 0.0,
  "gap_ev": [5.890, 5.873],
  "homo_ev": [-9.9803, -9.9805],
  "fmax_ev_per_a": 4.99,
  "charge": 1,
  "species": ["Ce", "S", "C", "C", "C", "C", "C", "C", "C", "C", "C", "N", "H", "H", "H", "H", "H", "H", "F", "C", "F", "F", "S", "O", "O", "N", "S", "O", "O", "C", "F", "F", "F", "I", "C", "C", "C", "I", "C", "C", "C", "C", "N", "C", "C", "O", "H", "H", "H", "H", "N", "C", "C", "C", "C", "N", "C", "N", "N", "C", "O", "O", "H", "H", "H", "H", "H", "H", "H", "H", "H", "H", "H", "H", "H", "H"],
  "coordinates": [[-0.223, -0.339, 0.508], [4.321, 1.090, -0.679], [3.278, 2.282, -1.335], [1.968, 1.967, -1.167], [1.846, 0.731, -0.474], [3.018, 0.129, -0.149], [3.191, -1.157, 0.547], [4.397, -1.585, 1.078], [4.443, -2.799, 1.738], [3.282, -3.548, 1.859], [2.120, -3.044, 1.311], [2.073, -1.881, 0.658], [3.685, 3.156, -1.820], [1.158, 2.581, -1.519], [5.282, -0.968, 0.988], [5.373, -3.150, 2.165], [3.271, -4.498, 2.374], [1.176, -3.567, 1.388], [-3.454, 2.902, 2.587], [-2.846, 1.735, 2.566], [-3.435, 0.897, 3.400], [-2.899, 1.246, 1.325], [-1.041, 2.026, 3.058], [-0.301, 1.694, 1.809], [-1.024, 3.359, 3.527], [-0.684, 0.922, 4.157], [-0.335, -0.424, 3.417], [0.988, -0.530, 2.824], [-1.394, -0.734, 2.419], [-0.460, -1.693, 4.757], [-1.735, -1.886, 5.030], [0.190, -1.254, 5.817], [0.094, -2.797, 4.295], [-2.199, -2.404, -4.099], [-2.116, -0.363, -3.673], [-2.697, 0.547, -4.583], [-2.687, 1.887, -4.332], [-3.506, 3.172, -5.750], [-2.140, 2.372, -3.113], [-2.128, 3.729, -2.725], [-1.644, 4.088, -1.502], [-1.183, 3.088, -0.633], [-1.154, 1.815, -0.956], [-1.587, 1.445, -2.203], [-1.485, 0.055, -2.518], [-0.860, -0.746, -1.694], [-3.146, 0.171, -5.492], [-2.512, 4.477, -3.406], [-1.625, 5.122, -1.186], [-0.830, 3.350, 0.355], [-2.803, -1.370, 0.047], [-3.157, -2.393, 1.030], [-4.197, -3.398, 0.522], [-4.859, -4.232, 1.629], [-4.667, -5.721, 1.451], [-3.218, -5.969, 1.476], [-2.468, -6.236, 0.419], [-2.936, -6.941, -0.615], [-1.188, -5.845, 0.429], [-1.865, -3.141, 1.392], [-1.915, -4.064, 2.221], [-0.809, -2.783, 0.764], [-3.608, -0.817, -0.227], [-2.449, -1.834, -0.786], [-3.534, -1.906, 1.931], [-3.686, -4.044, -0.203], [-4.955, -2.862, -0.052], [-5.927, -4.024, 1.707], [-4.414, -3.974, 2.591], [-5.109, -6.084, 0.524], [-5.131, -6.266, 2.269], [-2.750, -5.340, 2.135], [-3.882, -7.273, -0.628], [-2.395, -7.041, -1.455], [-0.944, -5.076, 1.045], [-0.619, -5.973, -0.389]]
}

---

{
  "formula": "C6H4Cl3O5S",
  "method": "ωB97M-V/def2-TZVPD",
  "gap_ev": 7.622,
  "homo_ev": -4.7456,
  "smiles": "O=C/C(Cl)=C(/Cl)[C@H](O)C(Cl)=C=[S@@](=O)([O-])O",
  "fmax_ev_per_a": 5.61,
  "charge": -1,
  "species": ["O", "C", "C", "Cl", "C", "Cl", "C", "O", "C", "Cl", "C", "S", "O", "O", "O", "H", "H", "H", "H"],
  "coordinates": [[2.448, -0.746, -0.791], [1.256, -0.983, -0.830], [0.310, -0.466, -1.770], [0.962, 0.032, -3.319], [-0.989, -0.346, -1.661], [-1.964, 0.400, -2.799], [-1.724, -0.496, -0.347], [-3.071, -0.160, -0.427], [-0.979, 0.358, 0.674], [-1.991, 0.949, 2.013], [0.316, 0.495, 0.692], [1.410, 0.900, 1.883], [1.153, 2.084, 2.673], [1.686, -0.378, 2.485], [2.775, 1.345, 0.971], [0.903, -1.738, -0.112], [-1.697, -1.569, -0.058], [-3.560, -0.406, 0.405], [2.755, 0.725, 0.317]]
}